[1]
Entry from the OMol25 dataset: C13H14N7PdS2 as an isolated structure (ωB97M-V/def2-TZVPD).

Summary:
energy above the lowest of the compared OMol25 structures with the same formula, charge and spin: 7.22 kcal/mol
HOMO: -10.2 eV
F_max: 0.0451 hartree/bohr
DFT total energy: -1811.1470 Eh
total charge: +1
HOMO-LUMO gap: 6.777 eV

Element x y z (Å)
Pd: 0.84613 0.74087 -0.90475
N: 4.37101 3.27301 -0.78110
C: 3.20439 2.62817 -0.73100
S: 3.17483 0.94608 -1.25373
N: 2.14193 3.25119 -0.29737
N: 0.99034 2.60434 -0.36421
C: -0.12450 3.21452 -0.09933
C: -1.34180 2.48389 -0.28459
C: -2.61092 2.99916 -0.00200
C: -3.72449 2.22783 -0.24999
C: -3.56387 0.96167 -0.80649
C: -2.28412 0.51591 -1.07292
N: -1.20461 1.23875 -0.80606
H: 5.21643 2.78949 -1.02081
H: 4.40560 4.23847 -0.49977
H: -0.10936 4.25369 0.20188
H: -2.68699 3.99274 0.41588
H: -4.71155 2.60668 -0.02840
H: -4.41735 0.33720 -1.02326
H: -2.11863 -0.45549 -1.52208
S: 1.91315 -0.11089 1.59970
C: 0.68382 -1.24757 1.82570
N: 0.94212 -2.32586 2.64825
C: 0.06137 -3.34890 2.76511
C: -1.15222 -3.24181 2.15937
C: -1.42657 -2.05949 1.45384
N: -0.51804 -1.12197 1.24137
H: 1.82906 -2.35177 3.13121
H: 0.37482 -4.20929 3.33691
H: -1.88580 -4.02949 2.22789
H: -2.41244 -1.86338 1.05400
C: 1.09074 -3.62972 -2.14884
C: 0.91031 -2.22879 -1.87180
N: 0.73205 -1.12277 -1.64529
H: 0.18301 -4.16807 -1.87542
H: 1.92857 -4.00833 -1.56330
H: 1.29363 -3.78005 -3.20866

Force components x, y, z for each atom (eV/Å):
Pd 0.3 0.5 -0.7
N -0.2 0.2 0.2
C -0.3 -1.5 -0.3
S -0.4 0.3 -0.1
N 0.4 1.7 0.4
N -0.5 -0.1 -0.3
C 1.0 0.2 0.1
C -1.0 -0.7 -0.3
C 0.6 0.1 0.1
C -0.1 -0.3 -0.2
C -0.1 0.3 0.1
C -0.1 -0.2 0.0
N 0.3 0.3 0.2
H 0.0 0.0 0.0
H 0.1 0.0 0.0
H 0.1 0.0 0.0
H -0.1 0.0 0.0
H 0.0 0.0 0.0
H 0.0 0.0 -0.1
H 0.1 0.0 0.1
S -0.7 -0.8 0.5
C 2.0 1.2 0.3
N -0.9 -0.7 -0.1
C 0.2 0.4 -0.1
C -0.3 -0.4 0.1
C 1.0 0.6 0.0
N -1.5 -0.7 0.2
H 0.1 0.1 -0.1
H 0.0 0.0 0.1
H 0.0 0.0 0.1
H -0.1 -0.1 -0.1
C 0.1 -0.4 -0.1
C -0.3 0.5 0.0
N 0.3 -0.5 0.1
H 0.1 0.0 0.0
H 0.0 0.0 0.0
H 0.0 0.0 0.0


[2]
Entry from the OMol25 dataset: a 2-piece molecular cluster, C13H15BrNO5P overall (ωB97M-V/def2-TZVPD).

Summary:
SMILES string: N=P(O)(O)C1=C(CCCBr)C(=O)OC1=O.c1ccccc1
HOMO: -9.5 eV
F_max: 0.0464 hartree/bohr
DFT total energy: -3850.7439 Eh
HOMO-LUMO gap: 8.229 eV

Element x y z (Å)
N: 2.34978 1.29292 -0.36436
P: 2.80283 0.50759 -1.63643
O: 2.30138 1.22435 -3.02058
O: 4.45125 0.51413 -1.61920
C: 2.20113 -1.22755 -1.56525
C: 1.02096 -1.68353 -1.09824
C: -0.16513 -0.87642 -0.53785
C: -1.49263 -1.48390 -1.12582
C: -2.38781 -0.44545 -1.85660
Br: -1.69802 -0.02061 -3.66787
C: 1.06727 -3.22692 -1.22885
O: 0.22821 -3.96339 -0.90758
O: 2.28229 -3.64493 -1.74928
C: 2.96421 -2.46388 -2.03744
O: 3.98455 -2.49177 -2.61219
H: 1.79174 0.65867 0.20720
H: 2.65666 0.72805 -3.78364
H: 4.79948 -0.32530 -1.97767
H: -0.19916 -0.92187 0.57081
H: -0.05499 0.17414 -0.88191
H: -2.08319 -1.89854 -0.28237
H: -1.32918 -2.31175 -1.84412
H: -2.60615 0.46315 -1.26799
H: -3.35706 -0.95386 -2.04797
C: -1.54608 1.89511 1.64235
C: -2.76960 1.67208 2.26136
C: -2.85194 1.64621 3.64756
C: -1.70974 1.83908 4.41437
C: -0.48474 2.05303 3.79468
C: -0.40239 2.08268 2.40852
H: -1.48266 1.92226 0.56032
H: -3.66035 1.51906 1.66287
H: -3.80647 1.47573 4.13081
H: -1.77419 1.82150 5.49557
H: 0.40691 2.19781 4.39278
H: 0.55281 2.25210 1.92400

Force components x, y, z for each atom (eV/Å):
N -0.4 -0.8 -0.9
P 0.5 1.5 1.8
O 1.0 -1.6 0.7
O -1.6 -1.1 -1.1
C 0.0 -1.3 -0.6
C 0.6 0.6 0.2
C 0.0 -1.1 -1.2
C -0.5 0.6 0.0
C -0.6 -1.1 0.3
Br -0.1 0.1 0.9
C 0.9 1.9 0.2
O -1.6 -1.7 0.6
O -0.5 1.7 0.1
C -1.2 0.5 0.6
O 1.8 0.2 -0.8
H 0.1 0.5 0.1
H -0.2 0.5 0.1
H 0.1 0.3 0.0
H 0.2 0.1 -0.7
H 0.0 -0.6 0.4
H 0.2 0.2 -0.5
H 0.1 0.5 0.6
H 0.5 -0.3 -0.5
H 0.6 0.5 0.0
C 0.0 -0.1 0.0
C 0.0 0.0 0.0
C 0.0 0.0 0.0
C 0.0 0.0 0.0
C 0.0 0.0 0.0
C 0.1 0.0 0.0
H 0.0 0.0 0.0
H 0.0 0.0 0.0
H 0.0 0.0 0.0
H 0.0 0.0 0.0
H 0.0 0.0 0.0
H 0.0 0.0 0.0


[3]
Entry from the OMol25 dataset: C13H15CeN5S2SbSe4 as an isolated structure (ωB97M-V/def2-TZVPD).

Summary:
<S²>: 0.7510
energy above the lowest of the compared OMol25 structures with the same formula, charge and spin: 0.00 kcal/mol
HOMO (spin up / spin down): -7.0 / -7.0 eV
F_max: 0.0349 hartree/bohr
multiplicity: 2
DFT total energy: -11895.7904 Eh
HOMO-LUMO gap (spin up / spin down): 5.954 / 5.961 eV

Element x y z (Å)
Ce: -0.33071 -0.62718 0.47971
C: 4.22437 -1.45258 0.10794
C: 2.78212 -1.72583 -0.33212
N: 1.81333 -2.16169 0.36659
N: 1.90809 -2.34917 1.72216
C: 0.85436 -2.94091 2.33761
N: 0.95443 -3.06286 3.65871
S: -0.37071 -3.60830 1.38629
C: 2.38649 -1.33703 -1.74700
C: 3.33564 -1.16712 -2.76843
C: 2.90677 -0.57337 -3.94636
C: 1.59066 -0.17342 -4.07480
C: 0.74934 -0.30617 -3.00255
N: 1.13483 -0.86266 -1.84482
H: 4.30829 -1.42943 1.21234
H: 4.42509 -0.43836 -0.24979
H: 4.85838 -2.26198 -0.23790
H: 2.56448 -1.80995 2.29225
H: 1.72874 -2.82494 4.24518
H: 0.09300 -3.37382 4.09043
H: 4.37505 -1.39325 -2.56801
H: 3.62833 -0.28505 -4.73634
H: 1.24992 0.32606 -4.96939
H: -0.30225 0.02053 -3.04601
Se: 0.78314 4.48948 2.46012
Sb: 0.20977 2.32637 1.57267
Se: 2.25194 0.98674 1.17258
Se: -1.12580 2.15476 -0.55031
Se: -0.92844 0.75769 3.16381
S: -3.42802 -0.77059 0.26593
C: -4.02725 0.81036 0.30218
N: -3.72344 1.61020 1.32886
C: -3.97791 2.89281 1.34243
C: -4.67218 3.48318 0.34485
C: -5.15073 2.66869 -0.67343
C: -4.82109 1.33812 -0.69243
H: -3.05123 1.31933 2.01823
H: -3.52928 3.49550 2.11324
H: -4.80073 4.56987 0.41304
H: -5.77349 3.05431 -1.48161
H: -5.10333 0.63161 -1.47582

Force components x, y, z for each atom (eV/Å):
Ce -0.4 0.4 0.0
C -1.5 0.0 0.8
C 0.7 0.1 -0.2
N 0.0 0.1 0.0
N 0.6 0.3 0.2
C 0.7 -0.6 -0.6
N -1.5 -0.5 0.0
S -0.6 0.3 0.6
C 0.5 0.9 0.5
C -0.6 0.0 0.6
C 0.9 0.5 -0.4
C 0.2 0.3 -0.4
C -1.0 -0.5 0.7
N -0.1 -0.3 -0.4
H -0.1 0.0 -0.6
H 0.6 -0.4 -0.1
H 0.4 0.2 -0.4
H -0.2 0.1 -0.5
H 0.3 0.3 -0.1
H 0.4 0.0 0.2
H -0.1 -0.1 -0.2
H -0.5 -0.5 0.5
H 0.0 0.0 0.0
H 0.7 0.0 0.0
Se -0.4 -0.3 -0.2
Sb 0.5 1.5 0.6
Se -0.3 -0.3 -0.3
Se 0.6 -0.5 0.2
Se -0.1 -0.4 -0.5
S 0.6 -1.1 0.0
C 0.4 -0.6 0.4
N 0.2 -0.4 0.1
C 0.1 1.8 0.2
C -0.5 1.2 0.0
C -0.5 0.0 -0.7
C -0.5 -0.2 -0.8
H 0.6 -0.9 0.6
H 0.1 -0.2 0.4
H -0.2 -0.6 -0.3
H 0.2 0.1 0.2
H -0.1 0.5 0.1


[4]
Entry from the OMol25 dataset: C13H15Cl15F12MgNaO12S4 as an isolated structure (ωB97M-V/def2-TZVPD).

Summary:
energy above the lowest of the compared OMol25 structures with the same formula, charge and spin: 107.60 kcal/mol
HOMO: -5.1 eV
F_max: 0.1238 hartree/bohr
DFT total energy: -11463.9202 Eh
total charge: -1
HOMO-LUMO gap: 4.562 eV

Element x y z (Å)
Na: 0.04210 -0.22355 -0.33210
Mg: 4.23962 0.64275 1.71797
C: 0.65058 1.25155 4.56517
F: 0.84015 -0.06175 4.82883
F: -0.63371 1.60844 4.63348
F: 1.26377 2.03540 5.46363
S: 1.23257 1.62683 2.75047
O: 1.40267 3.09640 2.67221
O: 2.56509 1.00788 2.62546
O: 0.28934 0.95742 1.85219
C: 3.53197 2.95500 -2.24659
F: 4.38947 2.09734 -2.74226
F: 4.19978 4.03467 -1.89613
F: 2.62608 3.28091 -3.15169
S: 2.59285 2.21142 -0.71338
O: 1.51301 1.37412 -1.18240
O: 3.53062 1.43271 0.14855
O: 2.11336 3.36322 0.11171
C: 3.90926 -3.44436 0.11310
F: 4.54718 -4.36511 0.91178
F: 4.81470 -2.77066 -0.55508
F: 3.13926 -4.19124 -0.76333
S: 2.84175 -2.22839 1.11697
O: 2.49784 -2.86985 2.37369
O: 3.71573 -1.05717 1.21523
O: 1.65226 -1.89380 0.28876
C: -2.70283 3.58011 1.66792
F: -2.34202 2.65409 0.74015
F: -3.94789 3.91778 1.51141
F: -2.45370 3.13542 2.87189
S: -1.76140 5.20582 1.32551
O: -0.28521 4.99730 1.53457
O: -2.09219 5.60695 -0.02036
O: -2.33919 6.18079 2.27689
Cl: -2.24001 -0.45822 -1.69620
C: -3.71713 -1.38999 -2.22765
C: -4.45555 -2.09163 -1.08067
Cl: -3.42903 -3.37772 -0.31563
H: -3.26003 -1.95448 -3.04036
H: -4.41250 -0.72497 -2.73982
H: -5.39938 -2.44248 -1.49803
H: -4.64372 -1.27740 -0.38088
Cl: 0.87815 -1.81605 -5.91194
C: 1.94895 -0.63968 -5.14028
C: 1.47738 -0.22854 -3.80098
Cl: 1.44798 -1.52972 -2.61614
H: 2.01141 0.17541 -5.86127
H: 2.90150 -1.16683 -5.08694
H: 0.47656 0.20322 -3.80835
H: 2.15516 0.53270 -3.41470
Cl: -0.04585 -5.29601 4.48840
C: -0.26363 -3.61918 3.96175
C: -0.91220 -3.48316 2.58685
Cl: -1.29735 -1.73445 2.35178
H: 0.69831 -3.10733 3.93337
H: -0.81305 -3.09785 4.74562
H: -1.84443 -4.03796 2.48083
H: -0.28145 -3.82742 1.76725
C: -0.71045 4.90752 -3.00928
Cl: 0.66872 5.33967 -1.89320
Cl: -0.81690 3.14327 -3.32736
Cl: -0.64028 5.84165 -4.52318
H: -1.61250 5.20681 -2.47559
C: 0.52246 -5.08001 -3.01931
Cl: -0.15168 -4.33512 -1.58670
Cl: -0.87810 -5.86710 -3.82513
Cl: 1.72795 -6.27778 -2.57558
H: 0.93267 -4.24013 -3.58005
C: -4.21937 0.54550 3.30894
Cl: -4.95628 1.90488 4.12112
Cl: -4.55592 0.51396 1.55173
Cl: -4.73747 -0.95179 4.00293
H: -3.13597 0.59000 3.42010

Force components x, y, z for each atom (eV/Å):
Na 0.5 0.2 0.7
Mg -2.3 0.8 -0.2
C 0.1 0.8 -1.4
F -0.3 1.0 0.3
F 0.0 -0.9 -0.1
F 0.4 -0.9 -0.4
S -0.3 4.2 -1.0
O -1.1 -3.6 1.0
O 1.4 -1.3 1.2
O 0.5 0.4 1.1
C -1.1 -0.1 1.4
F 0.6 -1.0 -0.6
F 0.1 0.3 0.3
F 0.0 -0.3 -0.2
S -2.5 3.9 4.4
O 0.6 -0.4 -1.1
O 1.6 0.0 -1.8
O 1.8 -2.3 -3.2
C -0.9 -2.0 0.2
F -0.7 1.4 -0.7
F 0.2 0.0 -0.4
F 1.0 1.4 1.3
S -4.0 -0.3 -0.1
O 1.1 0.4 -1.2
O 1.4 -1.1 0.1
O 2.3 -0.9 1.0
C 2.8 2.5 -1.9
F -0.4 -0.1 0.6
F -1.9 -0.7 0.1
F -0.1 -0.8 0.8
S 3.5 2.7 1.9
O -3.4 -0.5 -0.4
O -0.6 -1.0 -1.3
O 0.1 -1.8 -0.2
Cl -0.9 0.2 -0.1
C 0.6 -0.2 -0.5
C 1.3 0.8 -0.8
Cl -0.9 0.6 -0.4
H -0.4 -0.8 0.4
H 0.1 0.5 0.4
H 0.2 -0.5 0.3
H -0.1 -0.6 0.4
Cl -0.6 -0.6 -0.3
C 0.5 -0.6 -0.8
C -0.2 1.1 0.4
Cl 0.1 -0.4 0.0
H 0.1 0.2 0.4
H 0.1 0.3 0.1
H 0.1 0.0 -0.2
H -0.1 -0.1 0.0
Cl 0.0 -0.2 -0.2
C 0.2 1.0 -0.1
C -0.4 -0.2 0.1
Cl 0.2 -0.4 -0.1
H 0.1 -0.4 -0.1
H -0.4 -0.2 -0.2
H -0.1 0.1 0.3
H 0.3 0.3 0.2
C 0.6 0.4 1.0
Cl -1.2 -0.5 -1.1
Cl 0.2 0.6 0.1
Cl 0.1 -0.3 0.2
H 0.2 -0.2 0.0
C -0.9 0.0 0.4
Cl 0.0 0.3 0.7
Cl 0.6 0.2 -0.4
Cl 0.1 0.1 -0.3
H 0.0 -0.6 -0.4
C 0.6 0.1 -0.5
Cl -0.1 0.1 -0.1
Cl 0.0 0.3 0.3
Cl -0.3 -0.9 0.5
H -0.2 0.3 -0.1


[5]
Entry from the OMol25 dataset: C13H15FIrN3O4S2 as an isolated structure (ωB97M-V/def2-TZVPD).

Summary:
HOMO: -8.2 eV
F_max: 0.0273 hartree/bohr
DFT total energy: -1970.2060 Eh
HOMO-LUMO gap: 7.641 eV

Element x y z (Å)
Ir: 0.00873 0.24574 0.13453
N: -0.38902 0.48513 2.16768
C: -0.58942 -0.75815 2.94512
C: -1.44750 -1.73076 2.14347
C: -0.56902 -2.46727 1.12422
O: -0.32973 -3.64488 1.25039
O: -0.12151 -1.75935 0.10924
H: 0.27987 1.09370 2.63408
H: -1.25122 1.02980 2.10754
H: -1.01088 -0.52102 3.92370
H: 0.39392 -1.19886 3.10347
H: -2.24171 -1.18572 1.62228
H: -1.90795 -2.46438 2.79957
O: -0.73448 -0.02379 -4.32697
C: 0.57026 -0.01796 -4.65924
C: 0.86527 -0.03651 -6.02386
C: 2.17324 -0.04607 -6.45613
C: 3.22458 -0.04274 -5.53941
C: 2.93862 -0.01865 -4.19280
C: 1.61840 -0.00055 -3.72779
C: 1.37010 0.05199 -2.27838
O: 0.13515 0.15893 -1.86939
N: 2.37100 -0.01802 -1.44796
N: 1.93702 0.04098 -0.11345
C: 2.90649 -0.06651 0.72479
S: 4.54553 -0.23923 0.13925
C: 5.28431 -0.04001 1.78404
C: 4.35852 -0.68838 2.79137
S: 2.69969 -0.04612 2.45697
H: -0.80192 0.04590 -3.35709
H: 0.03794 -0.04368 -6.72040
H: 2.38166 -0.04978 -7.51854
H: 4.25068 -0.06025 -5.87963
H: 3.73451 -0.01333 -3.46071
H: 5.40476 1.02227 1.99454
H: 6.26234 -0.51935 1.76856
H: 4.61177 -0.43442 3.81961
H: 4.34048 -1.77107 2.67464
F: -0.80650 2.04558 0.12561

Force components x, y, z for each atom (eV/Å):
Ir -1.1 0.9 0.1
N 0.1 -0.1 0.0
C -0.1 -0.1 0.0
C 0.2 0.1 0.0
C -0.1 0.2 -0.3
O -0.1 -0.1 0.1
O 0.7 -0.3 0.2
H 0.0 0.0 -0.1
H 0.0 0.0 0.2
H -0.1 0.0 -0.1
H -0.1 0.0 0.1
H 0.0 0.0 0.0
H 0.1 -0.1 0.0
O 0.0 0.1 0.0
C -0.1 0.0 0.0
C 0.0 0.0 0.0
C 0.0 0.0 0.0
C 0.0 0.0 0.0
C 0.0 0.0 0.0
C 0.1 0.1 0.0
C -0.1 -0.1 0.2
O 0.2 0.1 -0.1
N -0.2 0.1 0.1
N 0.3 -0.6 -0.3
C 0.0 0.0 0.0
S 0.0 0.0 0.0
C 0.0 0.0 0.0
C 0.0 0.0 0.0
S 0.0 0.0 -0.1
H 0.0 0.0 0.0
H 0.0 0.0 0.0
H 0.0 0.0 0.0
H 0.0 0.0 0.0
H 0.0 0.0 0.0
H 0.0 0.0 0.0
H 0.0 0.0 0.0
H 0.0 0.0 0.0
H 0.0 0.0 0.0
F 0.2 -0.1 -0.1


[6]
Entry from the OMol25 dataset: C13H15FeNO4S3 as an isolated structure (ωB97M-V/def2-TZVPD).

Summary:
<S²>: 6.0132
energy above the lowest of the compared OMol25 structures with the same formula, charge and spin: 8.59 kcal/mol
HOMO (spin up / spin down): -8.2 / -8.2 eV
F_max: 0.0574 hartree/bohr
multiplicity: 5
DFT total energy: -3318.3954 Eh
HOMO-LUMO gap (spin up / spin down): 8.303 / 8.169 eV

Element x y z (Å)
Fe: 0.26435 -0.28090 0.99148
C: -1.10065 0.03862 -3.27353
C: -1.65780 1.30061 -2.77731
S: -1.14622 1.68143 -1.05817
C: -2.64123 1.46641 -0.06097
C: -3.24234 0.08933 0.03332
S: -2.25276 -1.14278 1.00802
C: -2.06358 -2.53036 -0.25385
C: -1.75773 -2.19579 -1.68101
S: -0.41792 -0.98330 -1.91133
H: -0.27518 0.16782 -3.99549
H: -1.91141 -0.52840 -3.74578
H: -2.75200 1.29582 -2.85362
H: -1.24090 2.15557 -3.32725
H: -3.39740 2.16117 -0.44059
H: -2.28619 1.84977 0.96556
H: -3.41311 -0.35373 -0.98921
H: -4.25047 0.10547 0.53232
H: -3.06836 -3.01720 -0.30867
H: -1.31805 -3.20887 0.16679
H: -2.62922 -1.83478 -2.26235
H: -1.40781 -3.03178 -2.30787
O: 3.51230 -2.94094 0.75960
C: 2.66204 -2.04516 0.92130
O: 1.34117 -2.03657 0.60005
C: 3.08278 -0.72778 1.58917
C: 4.38157 -0.26420 1.72138
C: 4.58015 1.04486 2.17262
C: 3.52814 1.82228 2.58697
C: 2.24795 1.27605 2.32466
N: 2.06573 0.03889 1.94105
C: 1.06768 2.22978 2.17117
O: 1.14929 3.36513 2.55127
O: 0.01881 1.68546 1.54232
H: 5.17188 -0.93953 1.56069
H: 5.57973 1.43738 2.17256
H: 3.57676 2.85021 2.93472

Force components x, y, z for each atom (eV/Å):
Fe -0.4 -0.2 -0.7
C 0.8 -2.0 -0.3
C -0.5 2.2 1.1
S -0.3 1.2 0.1
C 0.6 1.0 1.2
C -1.0 -1.2 -0.3
S 0.5 -0.2 -1.4
C -1.3 -0.4 0.5
C 0.5 0.7 -1.8
S 0.4 -1.1 -0.6
H -0.5 0.0 0.3
H 0.5 -0.2 -0.1
H 0.2 0.3 0.1
H -0.5 -0.2 0.0
H 0.0 -0.1 0.1
H -0.6 -0.5 -1.5
H 0.2 0.4 1.0
H 1.0 0.2 -0.4
H 0.8 0.0 0.5
H -0.2 0.1 0.1
H 0.3 0.0 0.7
H -0.4 -0.4 0.9
O -2.2 1.9 0.1
C -0.6 -1.3 -0.2
O 2.3 0.2 0.6
C 0.6 -0.7 0.1
C -1.2 0.4 0.5
C 0.5 -0.5 0.3
C -1.5 -0.3 -0.8
C 1.0 1.8 0.6
N -0.4 0.5 -0.7
C -1.7 -1.3 -0.4
O 0.1 0.6 0.2
O 1.5 -0.3 0.8
H 0.9 -0.5 -0.6
H 0.3 0.1 0.2
H 0.2 -0.2 -0.2